DFT (ωB97M-V/def2-TZVPD) results for C4H10N2O3 as an isolated structure in a non-equilibrium geometry.

Atoms and positions in Å:
C  1.404  0.280  -1.832
C  0.953  -1.396  0.958
N  0.203  0.464  -1.023
C  -0.239  -0.835  0.258
O  -0.950  0.560  -1.842
O  -1.140  -1.471  -0.239
H  -1.415  -0.283  -1.644
H  1.455  1.043  -2.609
H  1.370  -0.708  -2.292
H  2.268  0.348  -1.174
H  0.611  -1.897  1.861
H  1.477  -2.100  0.307
H  1.609  -0.584  1.271
N  -2.012  1.119  1.429
C  -0.722  0.708  1.521
O  -0.043  0.902  2.523
H  -2.498  1.009  0.553
H  -2.430  1.637  2.191
H  0.096  1.204  -0.217

Computed properties:
Energy above the lowest of the compared OMol25 structures with the same formula, charge and spin = 414.4 kJ/mol
Maximum force = 3.0 eV/A
Lowest unoccupied orbital energy = 0.72 eV
E_HOMO = -7.861 eV

***

DFT (ωB97M-V/def2-TZVPD) results for a single C4H10N2O3S molecule in a non-equilibrium geometry.

Atoms and positions in Å:
C  -0.914  1.168  0.774
C  0.230  0.235  1.055
C  -0.781  0.986  -0.724
C  0.050  -0.953  1.969
N  0.159  -0.434  -0.303
N  -1.861  1.023  -1.638
O  2.454  0.409  -0.971
O  2.157  -1.911  -0.831
O  0.942  -0.763  -2.638
S  1.447  -0.557  -1.277
H  -1.750  0.790  1.199
H  -0.901  2.335  0.982
H  1.272  0.545  1.150
H  0.038  1.704  -1.216
H  -0.882  -1.389  1.866
H  0.016  -0.691  3.170
H  0.846  -1.635  2.003
H  1.498  -2.440  -0.313
H  -1.708  1.443  -2.550
H  -2.312  0.133  -1.707

Computed properties:
Structure (SMILES) = C[C@@H]1C[C@H](N)N1S(=O)(=O)O
Energy above the lowest of the compared OMol25 structures with the same formula, charge and spin = 313.4 kJ/mol
Maximum force = 5.8 eV/A
Lowest unoccupied orbital energy = 0.64 eV
E_HOMO = -10.170 eV

***

DFT (ωB97M-V/def2-TZVPD) results for C4H10N2OS as an isolated structure in a non-equilibrium geometry.

Atoms and positions in Å:
O  0.145  -3.083  -1.427
C  -0.013  -2.723  -0.011
N  0.061  -1.506  0.656
C  -0.194  -0.233  -0.005
C  0.777  0.073  -1.211
S  0.363  4.206  -0.015
C  -0.261  0.929  1.086
N  -1.218  1.976  0.810
H  -0.503  -3.510  0.553
H  1.044  -2.981  -0.618
H  -1.274  -0.252  -0.409
H  1.757  -0.411  -0.976
H  0.394  -0.404  -2.106
H  0.968  1.168  -1.359
H  -0.387  0.413  2.063
H  0.821  1.252  1.197
H  -0.856  2.643  0.089
H  -1.623  2.446  1.685

Computed properties:
2S+1 = 2
Energy above the lowest of the compared OMol25 structures with the same formula, charge and spin = 510.8 kJ/mol
Maximum force = 5.7 eV/A
⟨S²⟩ = 0.7536
Lowest unoccupied orbital energy (spin up / spin down) = 2.28 / 2.28 eV
Charge = -1
E_HOMO (spin up / spin down) = -3.173 / -2.751 eV

***

DFT (ωB97M-V/def2-TZVPD) results for a single C4H10N2OS molecule in a non-equilibrium geometry.

Atoms and positions in Å:
C  -0.027  -2.169  -1.062
C  0.637  -0.084  -0.374
C  -1.656  1.269  -0.675
C  1.074  0.644  0.895
H  -0.435  -3.056  -0.553
H  0.986  -2.347  -1.386
H  -0.663  -1.886  -1.918
H  1.577  -0.347  -0.862
H  -2.559  1.397  -1.281
H  -1.778  0.505  0.102
H  -1.454  2.236  -0.204
H  -0.429  -0.259  1.787
H  0.405  0.852  2.776
H  2.334  1.774  1.737
N  0.061  0.642  1.850
N  2.204  1.234  0.913
O  -0.048  -1.207  -0.064
S  -0.229  0.801  -1.683

Computed properties:
Structure (SMILES) = [H]/N=C(\N)[C@@H](OC)SC
Energy above the lowest of the compared OMol25 structures with the same formula, charge and spin = 154.8 kJ/mol
Maximum force = 2.4 eV/A
Lowest unoccupied orbital energy = 0.80 eV
E_HOMO = -8.763 eV

***

DFT (ωB97M-V/def2-TZVPD) results for a single C4H10N2OS molecule in a non-equilibrium geometry.

Atoms and positions in Å:
N  -0.326  -1.378  -1.300
C  0.586  -0.466  -0.569
C  -0.222  0.126  0.516
C  -1.210  -0.818  1.323
S  -1.832  0.183  2.775
C  1.210  0.671  -1.476
N  1.536  1.831  -0.870
O  1.398  0.571  -2.667
H  0.249  -1.736  -2.141
H  -1.252  -0.883  -1.436
H  1.334  -1.156  -0.056
H  0.528  0.534  1.230
H  -0.794  1.037  0.033
H  -0.760  -1.688  1.434
H  -2.159  -1.084  0.872
H  -1.272  -0.565  3.686
H  1.887  2.646  -1.467
H  1.100  2.175  0.115

Computed properties:
Structure (SMILES) = NC(=O)[C@H](N)CCS
Energy above the lowest of the compared OMol25 structures with the same formula, charge and spin = 185.7 kJ/mol
Maximum force = 5.8 eV/A
Lowest unoccupied orbital energy = 0.74 eV
E_HOMO = -9.191 eV

***

DFT (ωB97M-V/def2-TZVPD) results for a single C4H10N2S molecule in a non-equilibrium geometry.

Atoms and positions in Å:
C  -0.717  1.342  0.578
C  0.054  0.099  0.739
C  0.805  -0.571  -0.196
C  -0.178  -1.429  0.620
H  -1.987  0.785  -0.886
H  -2.035  2.453  -0.400
H  -1.423  1.648  1.406
H  0.171  2.229  0.596
H  0.619  -0.120  1.533
H  0.549  -0.342  -1.171
H  2.954  0.178  -0.378
H  2.715  -1.261  -1.182
H  0.379  -1.924  1.476
H  -1.238  -1.960  -1.547
N  -1.307  1.582  -0.797
N  2.363  -0.795  -0.309
S  -1.726  -1.913  -0.082

Computed properties:
Structure (SMILES) = NC[C@@H]1[C@@H](N)[C@@H]1S
Energy above the lowest of the compared OMol25 structures with the same formula, charge and spin = 471.4 kJ/mol
Maximum force = 6.1 eV/A
Lowest unoccupied orbital energy = 0.65 eV
E_HOMO = -8.738 eV

***

DFT (ωB97M-V/def2-TZVPD) results for a single C4H10N2S molecule in a non-equilibrium geometry.

Atoms and positions in Å:
C  1.709  -0.092  0.557
C  1.117  1.119  -0.122
C  -0.412  1.192  -0.402
C  -2.177  -1.139  0.618
H  0.285  -1.992  -0.104
H  1.305  -0.374  1.537
H  2.757  0.124  0.742
H  1.269  2.027  0.519
H  1.772  1.334  -0.915
H  -0.899  1.180  0.597
H  -0.811  1.972  -0.996
H  -0.534  -0.347  -2.010
H  -2.040  -0.220  1.215
H  -2.319  -2.167  1.026
N  -1.040  0.075  -1.165
N  -1.609  -1.104  -0.547
S  1.625  -1.589  -0.550

Computed properties:
Structure (SMILES) = C=NNCCCS
Energy above the lowest of the compared OMol25 structures with the same formula, charge and spin = 266.3 kJ/mol
Maximum force = 3.2 eV/A
Lowest unoccupied orbital energy = 0.88 eV
E_HOMO = -8.516 eV

***

DFT (ωB97M-V/def2-TZVPD) results for a 2-piece molecular cluster, C4H10N2S overall in a non-equilibrium geometry.

Atoms and positions in Å:
C  1.087  0.500  -1.048
C  -0.752  -1.878  0.324
C  -0.238  0.486  -1.438
C  -1.105  -0.450  0.699
N  1.623  1.262  -0.115
N  -0.486  0.294  1.579
S  -0.856  1.955  1.936
H  1.696  -0.349  -1.451
H  -1.383  -2.420  -0.380
H  0.306  -1.783  -0.078
H  -0.729  -2.461  1.274
H  -0.952  1.196  -1.066
H  -0.512  -0.123  -2.274
H  -2.108  -0.001  0.456
H  2.648  1.432  -0.073
H  0.613  0.222  1.538
H  1.149  2.119  0.119

Computed properties:
Structure (SMILES) = C/C=[NH+]/[S-].C=CN
Energy above the lowest of the compared OMol25 structures with the same formula, charge and spin = 253.3 kJ/mol
Maximum force = 4.4 eV/A
Lowest unoccupied orbital energy (spin up / spin down) = 0.42 / 0.42 eV
E_HOMO (spin up / spin down) = -7.284 / -7.284 eV

***

DFT (ωB97M-V/def2-TZVPD) results for an isolated ion of composition C4H10N3 and charge +1 in a non-equilibrium geometry.

Atoms and positions in Å:
C  0.288  0.096  0.875
C  2.100  -0.029  -0.550
C  -0.358  0.181  2.225
C  -1.627  0.087  -0.700
N  1.536  0.344  0.686
N  -0.439  -0.527  -0.182
N  1.165  -0.683  -1.433
H  2.599  0.842  -1.233
H  2.982  -0.748  -0.343
H  -1.491  0.201  2.245
H  0.069  1.042  2.675
H  -0.102  -0.609  2.868
H  -1.531  1.028  -1.243
H  -2.025  -0.518  -1.436
H  -2.250  0.204  0.263
H  0.878  -0.140  -2.261
H  1.146  -1.704  -1.612

Computed properties:
Energy above the lowest of the compared OMol25 structures with the same formula, charge and spin = 435.9 kJ/mol
Maximum force = 4.1 eV/A
Lowest unoccupied orbital energy (spin up / spin down) = -6.30 / -6.30 eV
Charge = +1
E_HOMO (spin up / spin down) = -14.133 / -14.130 eV

***

DFT (ωB97M-V/def2-TZVPD) results for an isolated ion of composition C4H10N3 and charge +1 in a non-equilibrium geometry.

Atoms and positions in Å:
C  0.383  -1.899  -0.209
C  1.471  -0.768  0.292
C  1.063  1.718  -0.037
C  -2.357  0.527  0.054
N  -0.817  -1.202  -0.231
N  -0.756  -0.003  0.057
N  0.644  0.401  0.412
H  0.476  -2.275  -1.372
H  0.363  -2.725  0.378
H  1.704  -0.997  1.282
H  2.203  -0.588  -0.493
H  0.288  2.423  0.164
H  1.926  1.935  0.571
H  1.416  1.819  -0.988
H  -2.750  -0.166  -0.768
H  -2.763  0.200  1.036
H  -2.494  1.598  -0.149

Computed properties:
Structure (SMILES) = CN1CCN=[N+]1C
Energy above the lowest of the compared OMol25 structures with the same formula, charge and spin = 482.1 kJ/mol
Maximum force = 5.9 eV/A
Lowest unoccupied orbital energy = -4.67 eV
Charge = +1
E_HOMO = -13.994 eV

***

DFT (ωB97M-V/def2-TZVPD) results for an isolated ion of composition C4H10N3 and charge +1 in a non-equilibrium geometry.

Atoms and positions in Å:
C  -2.524  0.289  0.013
C  0.146  0.254  0.589
C  2.589  0.096  -0.029
C  1.247  0.833  -0.209
N  -3.650  0.707  -0.092
N  -1.908  -0.891  -0.051
N  -0.490  -0.973  -0.015
H  0.239  0.192  1.659
H  2.875  0.091  1.018
H  3.362  0.615  -0.589
H  2.535  -0.931  -0.389
H  0.980  0.855  -1.271
H  1.384  1.865  0.118
H  -4.027  1.629  0.030
H  -2.423  -1.742  -0.309
H  -0.098  -1.049  -0.972
H  -0.236  -1.841  0.496

Computed properties:
Energy above the lowest of the compared OMol25 structures with the same formula, charge and spin = 565.9 kJ/mol
Maximum force = 2.5 eV/A
Lowest unoccupied orbital energy (spin up / spin down) = -5.03 / -4.40 eV
Charge = +1
E_HOMO (spin up / spin down) = -12.113 / -13.585 eV

***

DFT (ωB97M-V/def2-TZVPD) results for an isolated ion of composition C4H10N3 and charge +1 in a non-equilibrium geometry.

Atoms and positions in Å:
C  2.103  0.000  0.052
C  1.230  1.232  -0.281
C  0.116  -1.366  0.061
C  -2.084  -0.386  -0.067
N  1.533  -1.119  0.084
N  -0.652  -0.213  -0.398
N  -0.133  0.993  0.297
H  3.210  -0.077  0.073
H  1.774  2.194  0.033
H  1.164  1.244  -1.301
H  -0.019  -2.176  -0.698
H  -0.359  -1.775  0.995
H  -2.717  0.508  -0.210
H  -2.424  -1.074  -1.016
H  -2.156  -0.789  0.979
H  0.035  0.941  1.260
H  -0.621  1.863  0.136

Computed properties:
Structure (SMILES) = CN1CN=CC[NH2+]1
Energy above the lowest of the compared OMol25 structures with the same formula, charge and spin = 368.2 kJ/mol
Maximum force = 4.1 eV/A
Lowest unoccupied orbital energy = -3.59 eV
Charge = +1
E_HOMO = -14.095 eV

***

DFT (ωB97M-V/def2-TZVPD) results for a 2-piece molecular cluster, C4H10N3 overall in a non-equilibrium geometry.

Atoms and positions in Å:
C  0.104  -1.422  -1.844
C  0.979  0.321  -0.756
C  -0.516  1.016  2.003
C  -0.732  -0.146  1.078
N  -0.816  -1.119  -1.009
N  1.253  -0.714  -1.745
N  -0.432  0.038  -0.352
H  -0.118  -2.302  -2.555
H  1.665  0.200  0.146
H  1.147  1.292  -1.106
H  -0.751  0.580  2.953
H  0.673  1.344  2.014
H  -1.204  1.886  1.846
H  -1.767  -0.356  1.100
H  -0.224  -1.089  1.362
H  2.107  -0.662  -2.166
H  -1.369  1.132  -0.968

Computed properties:
Energy above the lowest of the compared OMol25 structures with the same formula, charge and spin = 463.7 kJ/mol
Maximum force = 4.6 eV/A
Lowest unoccupied orbital energy = -5.40 eV
Charge = +1
E_HOMO = -13.984 eV

***

DFT (ωB97M-V/def2-TZVPD) results for C4H10N3 as an isolated structure in a non-equilibrium geometry.

Atoms and positions in Å:
C  -0.231  1.588  0.853
C  0.034  -1.267  1.490
C  0.285  -1.658  -1.116
C  0.043  -0.769  0.066
N  -0.245  2.047  -2.110
N  -0.096  0.517  -0.099
N  -0.123  0.936  -1.897
H  0.745  2.069  1.067
H  -1.001  2.217  0.479
H  -0.455  1.219  1.831
H  -0.772  -1.064  2.136
H  0.876  -0.764  1.900
H  0.132  -2.374  1.235
H  0.629  -2.715  -0.832
H  -0.563  -1.554  -1.794
H  1.173  -1.315  -1.606
H  -0.433  2.887  -1.604

Computed properties:
Energy above the lowest of the compared OMol25 structures with the same formula, charge and spin = 404.4 kJ/mol
Maximum force = 4.0 eV/A
Lowest unoccupied orbital energy = -4.45 eV
Charge = +1
E_HOMO = -14.348 eV